Density functional theory data (wB97M-V/def2-TZVPD) for a cluster of 13 separate species, C78H54N2O26 in total.

XYZ file:
```
160
Properties=species:S:1:pos:R:3:forces:R:3
O 0.8303 7.2456 1.6781 0.5784 0.6925 1.1019
O 0.5404 -1.8926 1.5977 -0.0140 0.4223 -0.0653
O 6.5962 1.2021 -2.8927 -1.0537 -0.1151 1.2123
O 3.9501 -0.2816 8.2151 0.7120 -0.6963 0.4422
O 2.2760 1.0306 7.9841 -0.2307 0.0354 0.2411
O -0.5235 -4.8046 -8.0573 -1.5951 -0.4744 -0.8028
O 3.2718 2.6034 0.8066 -1.3512 0.1147 1.3673
O 1.2421 0.6482 -7.8399 0.8903 0.2138 1.5521
O 0.4887 4.8458 4.9183 -0.9970 -1.4504 1.7134
O -2.4757 0.0598 -5.0846 -0.2828 -0.0146 -0.5770
O -5.1101 -0.0532 0.2881 0.0185 0.8509 -0.0034
O 3.3034 0.7888 -3.0134 0.0786 -0.1117 -0.2560
O -3.6921 3.3696 -3.2789 0.4622 0.0155 -0.1321
O -2.3730 -2.6136 0.5111 1.2010 1.0057 -0.0463
O -1.3336 -1.3717 -1.9497 -0.4891 -1.4387 -1.0778
O -4.1400 -3.6642 0.9953 -1.4929 -0.0975 0.8355
O -2.0029 -2.3551 6.1487 0.6030 0.7855 -1.6413
O -3.0337 1.3203 6.6843 1.0454 0.8007 -1.2374
O 2.0363 -6.4016 -1.2998 0.4256 0.0740 0.0174
O 1.6296 3.6602 -3.5751 0.5737 -0.4107 -0.0492
O -6.2625 1.7298 5.0939 -0.1069 0.2749 -0.0594
O 3.8469 4.8478 5.3201 -0.1604 0.2902 -0.1036
O 2.2083 -2.9130 -4.0099 0.4484 0.5116 0.7218
O -0.5726 2.6970 1.2343 0.8347 -0.0969 -0.7579
O 3.7938 -1.9258 0.9358 -0.6292 -0.9982 -0.9247
O -7.0252 -2.0770 -3.5556 -0.4011 -0.3724 0.4262
N 3.1357 0.2915 7.5541 -0.4819 0.6418 -1.5574
N -3.1094 -3.5472 0.3981 -0.0190 -1.3225 -0.4596
C -0.5473 -4.2910 -5.6763 -0.4376 -0.4088 -2.5948
C -5.9673 1.3721 3.9779 -0.0276 0.5923 -0.3096
C -1.5005 -4.6173 -1.1049 1.0246 0.4018 0.8034
C -1.7794 -1.0242 4.1691 0.6950 0.0936 -1.6514
C 2.2032 -3.4891 -6.3043 -2.2667 -0.2498 1.0213
C 3.3407 -2.9361 0.4003 1.1249 0.7186 -0.0588
C 3.1809 0.1550 6.0416 -0.9187 0.4957 0.5083
C -2.4788 3.4551 -3.3656 -0.5579 -0.5689 -0.3994
C 0.2551 -3.9558 -4.6980 -0.3202 -0.0649 0.7432
C -2.1387 -6.5758 -2.3268 -0.4129 0.4724 -0.3660
C 1.7032 6.8897 2.4643 -0.4799 -0.3182 -1.1420
C -1.6625 4.0026 -2.2935 0.6452 1.1272 2.4987
C -1.3550 -2.1119 5.1170 -2.0774 0.5024 2.3462
C 0.4380 3.4994 -3.4972 -1.1405 0.8802 -0.6123
C 1.5876 -3.4065 -4.9157 0.8364 -0.2705 -1.4805
C 2.0535 7.5478 3.7663 0.7730 -0.4413 0.3425
C 4.0071 -0.7890 5.4720 0.7959 -0.8124 -0.8290
C 2.9168 -4.0850 1.2090 -0.6258 0.9023 1.2214
C 2.4653 0.8945 3.8860 -0.1266 0.7262 1.7511
C -4.6331 -2.3553 -3.6958 -0.5468 0.8354 1.0037
C -3.5204 -0.4446 -4.7177 0.5345 0.4378 1.8240
C -5.8308 -0.1428 -3.9381 -1.1662 2.3217 -1.4107
C 2.9627 4.8825 3.1109 0.3824 0.2223 -1.0430
C -1.7341 3.0411 -4.5776 -0.6014 -0.7182 -2.3788
C -0.3056 4.0167 5.4005 0.0040 1.2125 -2.5746
C -5.8801 2.3358 2.8241 -0.2158 0.4821 0.4435
C -3.7578 -5.5469 -0.8632 -0.4863 -0.8096 0.3888
C 4.8267 1.0223 0.1105 -0.3173 -0.3781 -0.6238
C -2.1761 2.1011 6.2292 -3.3112 -1.9352 0.6666
C 0.3527 -2.9283 3.6499 -0.9402 0.6747 0.4731
C -5.9570 -1.5380 -3.6683 1.8332 -1.9960 -0.6124
C 0.3672 0.9655 -0.1131 3.1243 1.9557 0.5467
C -1.1749 2.5364 7.1683 1.4136 1.5734 -1.9142
C -2.7583 -4.6804 -0.5157 0.4538 2.0592 -0.0249
C 2.3675 1.0152 5.3051 0.5674 -0.2040 -1.6236
C -0.6881 1.8602 0.3464 -1.3992 -0.4548 1.6261
C 0.0399 -4.4087 -7.0858 0.8177 0.1262 1.8307
C -2.0495 1.4916 -0.0438 -0.0568 1.0059 -0.4498
C -2.2681 0.4415 -0.7918 -0.0817 -2.0827 -0.8371
C 3.2729 -4.4016 -1.5702 -0.7918 0.2583 -1.3509
C -0.2403 -2.9866 4.8475 0.6768 -1.2531 -1.1366
C -2.2802 2.6227 4.8376 1.7234 0.0190 0.1644
C 2.6311 -5.4767 -0.7803 -0.2369 0.1722 -0.7888
C 1.7219 0.7164 -6.6964 -2.1848 -0.6308 -2.0807
C 3.1031 1.1706 -6.5031 0.2779 -0.0286 -1.8362
C 3.6892 1.0659 -5.3333 -0.5475 0.6697 1.0735
C -1.1121 -0.4181 -1.2588 -1.4625 0.4180 -0.2517
C 2.3653 5.6130 2.1214 1.1306 -0.8227 4.2863
C 2.6640 6.8186 4.7243 -0.0690 0.2318 0.1722
C -0.4157 3.1695 -4.6987 1.9138 -0.0813 -0.4862
C 5.2274 2.8204 -1.9936 -0.0687 0.4375 0.7562
C -5.5503 1.9079 1.6057 1.0708 -0.6441 -0.3914
C 0.2260 -0.0713 -0.9145 0.4016 0.8757 1.2152
C -3.4603 -1.8107 -4.0448 -3.2202 1.4803 -1.5248
C 4.0262 -0.9901 4.0739 -1.4791 1.3122 0.4237
C 2.8459 0.7362 -4.1413 -0.4206 -0.0217 0.8482
C -1.1516 -5.6277 -1.9838 -0.9837 -0.8009 0.1207
C -1.3315 3.4858 4.4432 -0.1417 -0.5661 0.8474
C 5.7737 1.4518 -1.9974 1.6408 -0.1703 -2.5665
C 5.4293 0.4908 -0.9615 -0.1513 0.7252 1.1214
C -1.1243 -0.9003 2.9604 -0.2987 -1.4404 3.9478
C -3.4300 -6.5196 -1.7777 0.3761 -0.4255 -1.1584
C -0.3120 3.9015 -2.2872 -1.3238 0.8728 0.2792
C 1.4698 -4.0825 -7.2535 0.6995 0.9381 1.0966
C 1.3785 0.4243 -4.2911 -0.0531 0.3941 -2.1123
C 4.5224 3.2997 -0.9705 0.2371 0.3845 -1.6894
C 0.8357 0.3658 -5.5446 1.6627 0.1225 2.2292
C -0.0135 -1.8512 2.6830 -0.0129 -0.5478 -0.7802
C 3.1732 -0.1569 3.3289 0.2719 0.0437 -0.0751
C -5.6085 -0.0143 3.7111 0.7758 -2.6555 1.5087
C 3.3652 -3.1746 -1.0805 0.1858 2.0539 -0.1679
C 4.1588 2.3493 0.0380 0.7456 -0.3773 0.3128
C -5.2907 0.4230 1.4005 -0.3158 0.0693 -1.6365
C -0.3366 3.5047 6.7556 -0.7721 -0.8400 0.6848
C 2.5434 -5.2192 0.6463 -0.1472 -2.0673 2.2620
C -5.2917 -0.5018 2.5133 -0.0363 0.2063 0.8098
C -4.7864 0.3824 -4.5860 0.4777 -0.6866 0.8982
C 3.2161 5.4572 4.4827 -0.5838 -0.4694 -1.0257
H -0.1432 -5.7211 -2.3475 0.0858 0.0218 -0.2189
H -0.2077 0.1133 -5.6553 -0.0999 0.1323 -0.4910
H 1.0792 -0.6616 -1.1614 0.2028 -0.5196 -0.4241
H 0.2917 3.9389 7.4503 1.6294 0.8194 1.1804
H 2.2215 -6.0840 1.3029 0.2137 1.0651 -0.9970
H 5.5159 3.4215 -2.8293 0.0503 0.1875 -0.4606
H -0.7623 -3.8132 -0.8061 -1.1392 -1.0229 -0.3685
H 2.8215 -3.8614 2.2942 0.3031 -0.4283 -0.9074
H 0.7722 0.3780 -3.3853 0.3582 -0.3599 -0.2141
H -2.9349 2.1275 4.1336 -0.3413 0.1312 0.1858
H 1.3784 1.3014 0.2229 -0.8009 -0.4587 -0.1848
H 4.6265 -1.6694 3.4801 0.0887 -0.2938 0.6612
H 4.6375 -1.3764 6.1228 0.0471 -0.0167 0.0864
H -2.6558 -0.3990 4.4631 0.9178 -0.6043 -0.1580
H -2.8077 2.1660 0.2804 -0.6206 0.2548 0.3323
H -1.1607 3.7994 3.4401 -0.2157 0.2505 -0.6893
H -5.0150 -1.5410 2.2922 -0.1231 0.4919 0.1754
H 3.0476 -0.3065 2.2709 0.3848 0.0119 -0.2170
H -1.3470 -0.1372 2.2895 -0.3504 1.0074 -1.2841
H 0.9704 -3.6806 3.2014 0.4478 -0.1887 0.2503
H 0.2390 4.4179 -1.5052 0.1615 -0.4331 0.0434
H -5.5123 -0.7112 4.6009 -0.4709 1.1319 -0.9406
H -2.2040 4.5475 -1.4208 0.9261 -1.1764 -1.6548
H -2.3022 2.6504 -5.4830 0.4691 0.7721 1.4656
H 0.2250 3.0757 -5.6518 -1.4926 -0.1639 1.4707
H 2.1116 1.7380 3.2754 -0.4404 -0.8329 0.0560
H 3.6096 1.5228 -7.4381 -0.4889 -0.3269 1.0409
H -0.1632 -3.8324 5.5438 0.2958 0.5367 -0.2465
H -6.0759 3.3801 3.1169 0.1693 -0.5069 -0.4070
H -4.2163 -7.1838 -2.1612 0.5019 0.1622 0.3114
H 4.0670 4.2912 -0.9880 0.2043 -0.2795 0.2440
H -4.7396 -3.3137 -3.2151 0.1332 -0.3968 -0.1232
H -1.1613 2.0655 8.1153 -0.0441 -0.1372 0.8497
H 1.7097 1.7766 5.7252 0.5220 -0.2851 0.1813
H -2.5262 -2.2575 -4.0760 1.5548 -0.9355 0.2340
H 3.1131 -2.9519 -6.3772 1.0302 -0.0907 -0.4043
H -1.6004 -4.5451 -5.5791 0.2207 -0.1856 0.1869
H -3.2491 0.0185 -1.0687 0.5129 0.5554 0.1771
H 2.8353 7.1144 5.7705 -0.0374 0.4447 -0.6929
H -6.7762 0.4452 -3.9093 0.8183 -0.4127 0.5036
H 3.2796 -4.4457 -2.6646 0.1201 -0.6059 0.4724
H 2.0869 5.1132 1.2664 -0.4028 -0.6437 -2.1540
H 5.7861 -0.5246 -1.0410 0.0763 -0.0248 0.0606
H -4.7816 1.4576 -4.7577 0.3209 -0.3066 -0.5107
H 4.6629 1.4874 -5.1615 0.4402 -0.3633 0.2652
H 3.3556 3.8505 2.9200 -0.5127 1.0564 0.2303
H 1.8834 8.6133 3.9007 -0.5527 -0.2809 0.0019
H -1.9972 -7.2774 -3.1486 0.3846 -0.0489 0.4212
H -5.2731 2.5254 0.7215 -0.7385 -0.3225 0.7909
H 1.7907 -4.2531 -8.2418 0.5477 0.0041 -1.0732
H -0.0890 -4.0643 -3.6930 -0.0154 0.4787 0.6015
H 3.4511 -2.2814 -1.7850 0.2167 -1.2562 1.1635
H 4.5884 0.4998 1.0144 0.0389 -0.4394 0.1977
H -4.7588 -5.5565 -0.4303 0.4479 0.4410 -0.0011
```
Positions in Å, forces in eV/Å.

Calculated values
Frontier orbital gap   7.81 eV
E_HOMO   -9.783 eV